The following is a quantum chemistry calculation of an isolated molecule of C20H35N3O4, from OMol25.

As for the SMILES: CCOC(=O)N1CCN(C(=O)[C@@H](CC(C)C)NC(=O)C2CCCCC2)CC1. The HOMO energy comes out at -9.136 eV. The value obtained for the total energy is -33970.829 eV. Its charge is 0. As for the multiplicity: 1.

```
62
C20H35N3O4 | OMol25 | ωB97M-V/def2-TZVPD
O -4.8552 -2.3209 1.2468
O 0.7444 -1.0018 -1.4227
O 0.8077 1.0774 2.2352
O -5.4315 -0.8756 -0.3970
N 2.1038 0.3000 -0.1888
N -1.0214 0.8186 0.9540
N -3.4424 -0.6728 0.6117
C 2.7925 -1.9838 -0.6321
C -4.5991 -1.3688 0.5474
C -1.6839 0.7366 -0.3398
C 1.7742 -0.8667 -0.7864
C -6.6573 -1.5887 -0.5606
C 0.2846 1.0989 1.1326
C 2.8402 -2.4709 0.8209
C 0.5510 4.2134 -1.4618
C 1.1517 1.3936 -0.1008
C 3.8124 -3.6401 0.9510
C 0.9453 3.9285 -0.0141
C 4.1900 -1.5700 -1.1006
C -2.4685 -1.0015 1.6340
C 5.1550 -2.7454 -0.9681
C -3.1838 0.5143 -0.1719
C -7.3202 -1.1101 -1.8389
C -1.7674 0.2743 2.0754
C 5.2048 -3.2352 0.4762
C 1.6166 5.1595 0.5917
C 1.8846 2.7206 0.0847
H 1.8456 4.9926 1.6413
H -3.6402 0.3920 -1.1559
H -7.2955 -1.3999 0.3105
H -3.6412 1.3921 0.3051
H 3.8539 -3.9692 1.9912
H -6.4428 -2.6621 -0.5974
H -7.5077 -0.0410 -1.7852
H 2.8432 0.3126 0.4963
H 0.0417 3.7077 0.5660
H -8.2633 -1.6306 -1.9768
H -6.6766 -1.3078 -2.6919
H 3.4539 -4.4776 0.3487
H 6.1520 -2.4418 -1.2937
H 2.4406 -2.8074 -1.2623
H 5.5894 -2.4380 1.1170
H 0.0841 3.3495 -1.9283
H -2.4982 1.0054 2.4370
H 2.5431 5.3822 0.0667
H 4.5586 -0.7364 -0.4986
H -1.5479 1.6773 -0.8814
H 0.9636 6.0258 0.5170
H 0.5823 1.3766 -1.0283
H -0.1509 5.0430 -1.5062
H -1.2502 -0.0801 -0.9301
H 2.6744 2.8052 -0.6646
H 3.1618 -1.6603 1.4796
H 4.8251 -3.5604 -1.6159
H -1.0525 0.0730 2.8759
H -2.9913 -1.4812 2.4645
H -1.7301 -1.7084 1.2355
H 5.8856 -4.0849 0.5566
H 1.8413 -2.7791 1.1375
H 4.1444 -1.2380 -2.1398
H 1.4306 4.4798 -2.0439
H 2.3452 2.7059 1.0755
```